A:
Formula: C36H42ClGeIN8O4W
Source: OMol25
Level of theory: wB97M-V/def2-TZVPD

Each line ends with the Mulliken charge.
CARTESIAN COORDINATES (ANGSTROEM)
1 W 2.46856 1.98503 -0.05477  2.59
2 C -0.32242 -0.91143 2.59104  -1.05
3 N -0.09873 0.40060 3.17693  0.29
4 C -0.08501 0.39547 4.63808  -1.18
5 C 0.81497 1.20351 2.52610  -0.08
6 N 1.57350 0.82536 1.56751  0.07
7 N 0.76015 2.53027 2.97204  0.01
8 C 1.44636 3.64603 2.50116  0.37
9 N 1.05624 4.78693 3.17843  -0.55
10 N 2.28386 3.62462 1.54536  -0.29
11 H -1.21229 -1.34363 3.04205  0.19
12 H 0.52292 -1.59440 2.75405  0.27
13 H -0.50334 -0.79984 1.52376  0.36
14 H -0.92821 -0.19881 4.98356  0.40
15 H -0.19386 1.39701 5.04785  0.34
16 H 0.83707 -0.04517 5.03628  0.32
17 H 1.40796 -0.13359 1.28015  0.16
18 H -0.11425 2.75910 3.41601  0.33
19 H 0.96352 4.70323 4.17892  0.21
20 H 1.52556 5.63092 2.89343  0.24
21 H 2.76093 4.50927 1.41672  0.09
22 Cl 8.48096 5.95645 -0.39999  -0.27
23 C 7.00870 5.10037 -0.76631  0.53
24 C 6.43306 5.22708 -2.00082  -0.38
25 C 5.23683 4.57019 -2.33379  -0.35
26 I 4.39788 4.81129 -4.21663  0.03
27 C 4.59001 3.75267 -1.41653  0.69
28 O 3.48211 3.11435 -1.60463  -1.08
29 C 5.23640 3.60552 -0.13328  0.18
30 N 4.57246 2.77945 0.70930  0.13
31 C 5.04480 2.62101 1.93500  -0.24
32 C 6.20023 3.27024 2.38983  -1.23
33 C 6.89891 4.08600 1.53819  -0.85
34 C 6.41929 4.28216 0.22389  -0.41
35 H 6.90912 5.85944 -2.73807  0.40
36 H 4.47639 1.97212 2.59237  0.56
37 H 6.53726 3.10567 3.40406  0.43
38 H 7.80435 4.58244 1.85857  0.45
39 N 3.14533 0.62207 -1.73139  -0.57
40 C 4.32603 -0.22878 -1.56444  -0.67
41 C 4.22134 -0.94261 -0.23326  -0.76
42 N 3.87634 0.02715 0.82326  -0.60
43 H 2.34074 -0.00052 -1.88276  0.10
44 H 3.24780 1.27977 -2.49549  0.43
45 H 5.23893 0.36815 -1.64575  0.35
46 H 4.35267 -0.99205 -2.34602  0.51
47 H 5.16124 -1.45594 -0.01013  0.41
48 H 3.42649 -1.68415 -0.30720  0.32
49 H 4.72518 0.42246 1.20195  0.36
50 H 3.39954 -0.43364 1.58406  0.15
51 O 0.90011 2.59804 -0.24851  -0.68
52 O 1.58991 -1.91470 -1.75643  -0.79
53 C 0.62831 -1.33419 -1.19695  0.10
54 O 0.64984 -0.13822 -0.79307  -0.76
55 C -0.69842 -2.08721 -1.04573  -0.14
56 C -1.81905 -1.39777 -1.82799  -0.87
57 Ge -3.56779 -2.15415 -1.40754  1.81
58 C -3.78020 -2.03797 0.54068  -0.40
59 C -3.86815 -3.16336 1.35788  -0.28
60 C -4.00056 -3.03819 2.73655  -0.65
61 C -4.05529 -1.77921 3.31807  -0.55
62 C -3.96074 -0.64709 2.51855  -0.83
63 C -3.81554 -0.77914 1.14459  -0.03
64 C -5.02806 -1.15603 -2.24103  0.16
65 C -6.07302 -0.60269 -1.50443  -0.20
66 C -7.10147 0.08880 -2.13326  -0.63
67 C -7.09790 0.23581 -3.51176  -0.42
68 C -6.06593 -0.31369 -4.26081  -0.68
69 C -5.04277 -1.00439 -3.62840  -0.58
70 C -3.72696 -4.01177 -1.98736  0.00
71 C -2.71175 -4.64404 -2.70212  -0.51
72 C -2.85729 -5.95541 -3.13833  -0.67
73 C -4.02362 -6.65270 -2.86281  -0.40
74 C -5.04750 -6.03481 -2.15652  -0.73
75 C -4.89864 -4.72428 -1.72709  -0.11
76 H -0.95639 -2.09186 0.01634  -0.04
77 H -0.57371 -3.12627 -1.35198  0.36
78 H -1.61676 -1.43949 -2.90151  0.50
79 H -1.84641 -0.33850 -1.55866  0.53
80 H -3.83481 -4.15284 0.91517  0.38
81 H -4.07164 -3.92465 3.35496  0.41
82 H -4.17689 -1.68085 4.39028  0.41
83 H -4.00091 0.33927 2.96436  0.40
84 H -3.73589 0.11497 0.53495  0.50
85 H -6.09201 -0.71263 -0.42618  0.30
86 H -7.90624 0.51205 -1.54490  0.39
87 H -7.89755 0.77552 -4.00308  0.37
88 H -6.05934 -0.20411 -5.33802  0.39
89 H -4.24627 -1.43247 -4.22848  0.33
90 H -1.79468 -4.11240 -2.92823  0.30
91 H -2.05868 -6.43063 -3.69401  0.40
92 H -4.13813 -7.67469 -3.20143  0.38
93 H -5.96333 -6.57306 -1.94609  0.39
94 H -5.71173 -4.24784 -1.18834  0.43

Results
Highest occupied orbital energy (spin up / spin down) in eV: -5.82 / -5.82
Orbital gap (spin up / spin down) in eV: 5.5 / 5.5
Charge: 0
Spin multiplicity: 1


B:
Formula: C36H42ClGeIN8O4W
Source: OMol25
Level of theory: wB97M-V/def2-TZVPD

Each line ends with the Mulliken charge.
CARTESIAN COORDINATES (ANGSTROEM)
1 W 2.41187 0.47316 2.30573  1.60
2 C 3.33597 -3.17981 6.44155  -1.10
3 N 3.89820 -2.29354 5.42820  0.07
4 C 5.05301 -1.53743 5.88114  -1.07
5 C 3.09572 -1.72484 4.46967  0.41
6 N 3.17742 -0.48860 4.11247  -0.40
7 N 2.22023 -2.60843 3.88391  -0.01
8 C 1.31957 -2.39726 2.83463  0.67
9 N 0.50071 -3.43953 2.59348  -0.37
10 N 1.31366 -1.32900 2.12929  0.06
11 H 4.03815 -3.98211 6.66630  0.36
12 H 2.40023 -3.61765 6.10761  0.35
13 H 3.13456 -2.62441 7.36321  0.34
14 H 5.72394 -2.21947 6.40067  0.29
15 H 4.78193 -0.73341 6.57677  0.38
16 H 5.59070 -1.12174 5.02966  0.33
17 H 3.81129 0.02421 4.71189  0.19
18 H 2.43603 -3.58019 4.03445  0.33
19 H 0.33227 -4.10210 3.32978  0.21
20 H -0.25849 -3.27646 1.88936  0.35
21 H 0.55300 -1.30828 1.41588  -0.16
22 Cl 8.40484 4.18018 3.32728  -0.27
23 C 7.25533 2.93481 2.92333  0.60
24 C 7.70427 1.67979 2.62387  -0.54
25 C 6.80758 0.65027 2.28819  -0.11
26 I 7.49552 -1.25773 1.85479  0.00
27 C 5.44117 0.87890 2.23000  0.23
28 O 4.53879 0.02005 1.88723  -0.76
29 C 4.98989 2.19205 2.58610  0.31
30 N 3.63425 2.32893 2.59835  -0.07
31 C 3.12539 3.50446 2.93419  -0.17
32 C 3.93309 4.60488 3.26028  -0.82
33 C 5.29519 4.48088 3.25794  -0.81
34 C 5.87076 3.23512 2.92656  -0.15
35 H 8.76697 1.48041 2.64446  0.42
36 H 2.04551 3.55489 2.97852  0.43
37 H 3.45771 5.54026 3.52059  0.41
38 H 5.93605 5.31338 3.51323  0.44
39 N 1.26496 1.44791 0.51005  -0.52
40 C 1.62986 1.18896 -0.89673  -0.31
41 C 3.01156 0.57968 -0.94633  -0.70
42 N 2.98512 -0.56377 -0.04129  -0.43
43 H 0.31899 1.10635 0.67265  0.31
44 H 1.26558 2.44462 0.69721  0.31
45 H 1.57171 2.10030 -1.49327  0.46
46 H 0.90709 0.47428 -1.29389  0.01
47 H 3.75860 1.28601 -0.57484  0.16
48 H 3.27613 0.31921 -1.97674  0.50
49 H 3.90141 -0.96734 0.10659  0.25
50 H 2.33399 -1.27095 -0.36577  0.26
51 O 1.21916 1.33015 3.17861  -0.89
52 O -1.46430 -2.76553 0.82252  -0.91
53 C -1.48077 -1.69247 0.18045  0.04
54 O -0.60159 -0.78740 0.22535  -0.94
55 C -2.68821 -1.42938 -0.72797  -0.15
56 C -2.31535 -0.73869 -2.03706  -0.85
57 Ge -3.84516 -0.26113 -3.15654  1.94
58 C -5.27139 0.47470 -2.04189  -0.29
59 C -6.57679 -0.00624 -2.10961  -0.34
60 C -7.57381 0.52263 -1.29848  -0.64
61 C -7.27532 1.53950 -0.40415  -0.45
62 C -5.97750 2.02634 -0.32104  -0.72
63 C -4.98699 1.49727 -1.13548  -0.07
64 C -3.33059 1.09251 -4.47202  -0.05
65 C -3.96820 2.32907 -4.54773  -0.26
66 C -3.58954 3.26940 -5.49907  -0.64
67 C -2.56669 2.98329 -6.39020  -0.39
68 C -1.92264 1.75425 -6.32924  -0.68
69 C -2.30520 0.81939 -5.37868  -0.33
70 C -4.51940 -1.80530 -4.14606  0.04
71 C -4.18789 -3.11070 -3.78665  -0.37
72 C -4.68039 -4.19489 -4.50234  -0.64
73 C -5.51359 -3.98651 -5.59126  -0.44
74 C -5.84989 -2.69254 -5.96517  -0.66
75 C -5.35416 -1.61316 -5.24778  -0.31
76 H -3.37600 -0.79705 -0.15674  0.16
77 H -3.20683 -2.37489 -0.88937  0.29
78 H -1.63747 -1.36739 -2.62322  0.47
79 H -1.76284 0.17677 -1.81367  0.33
80 H -6.82008 -0.80785 -2.79817  0.34
81 H -8.58307 0.13545 -1.36245  0.39
82 H -8.05039 1.94976 0.23072  0.37
83 H -5.73691 2.81577 0.38002  0.39
84 H -3.97577 1.88425 -1.05437  0.45
85 H -4.77232 2.56322 -3.85905  0.33
86 H -4.09748 4.22478 -5.54463  0.39
87 H -2.27294 3.71379 -7.13339  0.37
88 H -1.12623 1.52323 -7.02576  0.39
89 H -1.79947 -0.14062 -5.35075  0.35
90 H -3.53517 -3.29147 -2.94053  0.21
91 H -4.41122 -5.20184 -4.20893  0.39
92 H -5.89803 -4.83033 -6.15019  0.37
93 H -6.49562 -2.52410 -6.81802  0.39
94 H -5.61328 -0.60598 -5.55819  0.39

Results
Highest occupied orbital energy (spin up / spin down) in eV: -6.21 / -6.21
Orbital gap (spin up / spin down) in eV: 6.3 / 6.3
Charge: 0
Spin multiplicity: 1


Which structure is most stable, and how do the rest compare? From most to least stable: B, A.


A:
Formula: C4H9N3S
Source: OMol25
Level of theory: wB97M-V/def2-TZVPD

Each line ends with the Mulliken charge.
CARTESIAN COORDINATES (ANGSTROEM)
1 C -1.54076 -0.20396 1.06327  -1.42
2 C -1.35593 0.13163 -0.30981  0.33
3 C -0.47178 -0.74123 -1.00216  -0.73
4 C 1.69236 0.31177 -0.12926  0.52
5 H -2.26061 -1.06262 1.04594  0.37
6 H -2.00348 0.50656 1.64422  0.41
7 H -0.60880 -0.77556 1.62362  0.23
8 H -2.40112 0.33161 -0.74774  0.30
9 H -0.80010 -1.79924 -0.77741  0.33
10 H -0.60495 -0.55991 -1.98498  0.32
11 H 1.44206 -1.48651 -0.98162  0.24
12 H 3.39269 0.84426 0.65773  0.20
13 H 1.29528 2.10029 0.85773  0.24
14 N 0.86719 -0.75370 -0.57920  -0.23
15 N 2.94317 0.09397 0.07514  -0.75
16 N 0.93033 1.37611 0.18526  -0.25
17 S -0.51556 1.68656 -0.64073  -0.11

Results
Highest occupied orbital energy in eV: -8.35
Orbital gap in eV: 9.0
Charge: 0
Spin multiplicity: 1
SMILES: [H]/N=C1/NC[C@@H](C)SN1


B:
Formula: C4H9N3S
Source: OMol25
Level of theory: wB97M-V/def2-TZVPD

Each line ends with the Mulliken charge.
CARTESIAN COORDINATES (ANGSTROEM)
1 C -0.83900 1.75616 -0.01097  -1.26
2 C -0.72182 0.29884 0.25552  0.47
3 C 2.13367 -0.50328 -0.29238  0.03
4 C -2.15037 -0.25070 0.55983  -0.46
5 H -1.61927 1.93232 -0.82022  0.29
6 H -1.10512 2.32494 0.85948  0.39
7 H 0.15034 2.14022 -0.47372  0.36
8 H -0.07937 0.17521 1.17478  0.22
9 H -0.53085 -0.39008 -1.70261  0.28
10 H 3.13541 -0.08789 -0.34186  0.37
11 H 2.81777 -2.01540 0.80920  0.24
12 H 1.20201 -2.18822 0.22748  0.25
13 H -2.49155 0.11478 1.53360  0.31
14 N -0.06488 -0.48204 -0.81248  -0.23
15 N 1.25328 -0.00085 -1.06745  -0.66
16 N 1.95925 -1.57424 0.53018  -0.42
17 S -3.04950 -1.24976 -0.42839  -0.18

Results
Highest occupied orbital energy in eV: -8.23
Orbital gap in eV: 8.0
Charge: 0
Spin multiplicity: 1
SMILES: C[C@@H](C=S)N/N=C\N


Which structure is most stable, and how do the rest compare? From most to least stable: A, B.


A:
Formula: C7H11NO
Source: OMol25
Level of theory: wB97M-V/def2-TZVPD

Each line ends with the Mulliken charge.
CARTESIAN COORDINATES (ANGSTROEM)
1 C -2.37125 -0.24905 -0.04032  0.39
2 C 0.52637 2.01301 -0.61459  -1.00
3 C 0.72748 0.88733 0.03526  0.47
4 C -1.52209 -0.60687 1.23891  -0.54
5 C -0.08385 -0.35356 -0.33436  0.58
6 C 1.93857 0.75018 0.93945  -1.06
7 C 0.50045 -1.75053 -0.77844  -1.36
8 N -1.37051 -0.06814 -0.90047  -0.04
9 O -3.55917 -0.28306 -0.25199  -0.63
10 H 1.18055 2.89279 -0.32231  0.24
11 H -0.18209 2.17908 -1.46682  0.23
12 H -1.40798 0.19674 2.00760  0.26
13 H -1.62138 -1.67125 1.66315  0.27
14 H 1.82553 0.30436 2.00096  0.25
15 H 2.69631 0.15570 0.38615  0.26
16 H 2.40157 1.80508 0.98089  0.33
17 H 1.45797 -1.68237 -1.28722  0.37
18 H -0.18732 -2.29833 -1.41956  0.42
19 H 0.52741 -2.41231 0.05362  0.34
20 H -1.47656 0.19121 -1.88992  0.23

Results
Highest occupied orbital energy in eV: -8.77
Orbital gap in eV: 9.4
Charge: 0
Spin multiplicity: 1


B:
Formula: C7H11NO
Source: OMol25
Level of theory: wB97M-V/def2-TZVPD

Each line ends with the Mulliken charge.
CARTESIAN COORDINATES (ANGSTROEM)
1 C -2.41938 -0.33752 0.86265  -1.03
2 C -0.27302 0.71038 -0.31731  0.38
3 C -1.59358 -0.20827 -0.42174  0.38
4 C 0.82031 0.76040 0.95539  -0.65
5 C 1.60566 -0.30275 0.21104  0.02
6 C 2.93366 -0.58427 0.17608  -0.75
7 C 0.50859 -0.41973 -0.93023  -0.22
8 H -3.83142 -0.56020 0.90469  0.26
9 H -2.18115 0.81392 1.57243  0.17
10 H -1.88954 -1.56778 1.30713  0.24
11 H 0.46691 2.36492 -1.20216  0.36
12 H -2.26696 0.13184 -1.30712  0.34
13 H 1.45026 1.68788 0.78922  0.24
14 H 0.42608 0.50080 1.99288  0.30
15 H 3.89075 -0.11616 0.75737  0.22
16 H 3.64366 -1.00934 -0.72197  0.20
17 H 0.80666 -0.32586 -1.92249  0.47
18 H -1.02842 -2.17848 -1.21697  0.20
19 N -0.68580 -1.37885 -0.71908  -0.52
20 O -0.38325 2.01906 -0.76979  -0.58

Results
Highest occupied orbital energy in eV: -8.91
Orbital gap in eV: 9.6
Charge: 0
Spin multiplicity: 1


C:
Formula: C7H11NO
Source: OMol25
Level of theory: wB97M-V/def2-TZVPD

Each line ends with the Mulliken charge.
CARTESIAN COORDINATES (ANGSTROEM)
1 C 0.61091 1.41389 0.05167  0.68
2 C -1.84300 -0.06829 -0.10527  0.53
3 C 1.38786 2.27383 -0.69868  -1.01
4 C 0.98476 0.09092 0.34333  0.65
5 C -2.87275 -1.01557 -0.65785  -1.22
6 C 0.66982 -0.59821 1.65115  -1.54
7 C 1.65850 -0.86904 -0.60068  -1.51
8 N -1.69895 1.07380 0.32236  -0.35
9 O -0.60089 1.84312 0.54063  -0.21
10 H 1.17590 3.31056 -0.63521  0.35
11 H 2.34060 1.97692 -1.16741  0.29
12 H -2.96305 -0.84392 -1.65739  0.34
13 H -3.76486 -0.93894 -0.05208  0.31
14 H -2.57545 -1.98235 -0.72169  0.36
15 H -0.16005 -0.26126 2.05973  0.49
16 H 1.45387 -0.49532 2.30969  0.42
17 H 0.54630 -1.73734 1.59699  0.34
18 H 2.79422 -0.86012 -0.32828  0.28
19 H 1.58540 -0.50162 -1.70815  0.32
20 H 1.27085 -1.81106 -0.54286  0.49

Results
Highest occupied orbital energy (spin up / spin down) in eV: -7.17 / -7.43
Orbital gap (spin up / spin down) in eV: 7.3 / 7.6
Charge: 0
Spin multiplicity: 1


Which structure is most stable, and how do the rest compare? From most to least stable: A, C, B.